# 1
{"formula": "C41H30F4N2O19P2", "method": "wB97M-V/def2-TZVPD", "elements": ["C", "C", "N", "C", "C", "C", "C", "F", "F", "F", "C", "P", "P", "O", "O", "O", "C", "C", "C", "C", "C", "C", "C", "C", "C", "N", "C", "F", "H", "H", "H", "H", "H", "H", "H", "H", "H", "H", "H", "H", "H", "H", "C", "C", "C", "O", "C", "C", "C", "O", "O", "O", "H", "H", "H", "H", "C", "C", "C", "O", "C", "C", "C", "O", "O", "O", "H", "H", "H", "H", "C", "C", "C", "O", "C", "C", "C", "O", "O", "O", "H", "H", "H", "H", "C", "C", "C", "O", "C", "C", "C", "O", "O", "O", "H", "H", "H", "H"], "positions_angstrom": [[11.9218, -3.3427, 0.8334], [10.8310, -2.3950, 1.4500], [10.7601, -1.1375, 0.9594], [9.7984, -0.3578, 1.5910], [9.6656, 1.0638, 1.1309], [8.7082, 1.9726, 1.7091], [8.6590, 3.4160, 1.1410], [7.3788, 3.8280, 0.7978], [9.2517, 4.3416, 1.9712], [9.3848, 3.4914, -0.0478], [7.8172, 1.4554, 2.8138], [6.5591, 2.5400, 3.6678], [7.7508, 3.4497, 5.2940], [9.1359, 3.6248, 4.7381], [7.1499, 4.9287, 5.7601], [7.8898, 2.3912, 6.5837], [7.9234, 0.0542, 3.2517], [6.9315, -0.4445, 4.3790], [5.5524, -0.8372, 3.7173], [5.5141, -1.9357, 2.7206], [4.2583, -2.3166, 2.0474], [2.9671, -1.6322, 2.3280], [3.0216, -0.5640, 3.3501], [4.2852, -0.1745, 4.0192], [8.9346, -0.8942, 2.6475], [8.9619, -2.1863, 3.1633], [9.9326, -2.8662, 2.5435], [10.1182, -4.1722, 2.9651], [11.7826, -3.4535, -0.2766], [11.9762, -4.3203, 1.3756], [12.8976, -2.7835, 0.9595], [10.3614, 1.4119, 0.3222], [6.1263, 3.6001, 2.8056], [7.7189, 5.2251, 6.5056], [8.2755, 1.5705, 6.2127], [6.7917, 0.3248, 5.1894], [7.3323, -1.3604, 4.9056], [6.4193, -2.5150, 2.4267], [4.2178, -3.1216, 1.2755], [2.0220, -1.9342, 1.7904], [2.0601, -0.0547, 3.5915], [4.2167, 0.6496, 4.7794], [1.5937, -2.6201, -2.2457], [1.0990, -2.1528, -3.3958], [-0.2462, -1.5030, -3.4601], [-0.6500, -1.0743, -4.5257], [-1.0271, -1.4152, -2.2259], [-0.5315, -1.8864, -1.0778], [0.8234, -2.5106, -1.0087], [1.2449, -2.9112, 0.0640], [-1.2345, -1.8190, 0.0740], [1.7893, -2.2444, -4.5489], [2.5659, -3.0900, -2.1853], [-2.0104, -0.9569, -2.2887], [-0.6617, -2.2226, 0.7534], [1.2183, -1.8350, -5.2276], [-6.0758, 2.4425, -3.2133], [-4.8270, 1.9709, -3.2381], [-4.5175, 0.5658, -2.8363], [-3.3652, 0.1692, -2.8912], [-5.6206, -0.2798, -2.3857], [-6.8708, 0.1934, -2.3577], [-7.1846, 1.5902, -2.7848], [-8.3369, 1.9809, -2.7622], [-7.9016, -0.5656, -1.9445], [-3.7900, 2.7394, -3.6269], [-6.3147, 3.4568, -3.5029], [-5.3797, -1.2892, -2.0813], [-8.6920, 0.0042, -2.0216], [-3.0006, 2.1684, -3.5578], [-7.4817, 3.5772, 2.9457], [-6.7536, 2.7405, 2.2005], [-6.3163, 3.1053, 0.8188], [-5.6374, 2.3203, 0.1804], [-6.7314, 4.4015, 0.2864], [-7.4626, 5.2375, 1.0302], [-7.8772, 4.8843, 2.4221], [-8.5272, 5.6820, 3.0715], [-7.8585, 6.4353, 0.5601], [-6.3795, 1.5302, 2.6605], [-7.8026, 3.3260, 3.9474], [-6.4232, 4.6460, -0.7210], [-8.3685, 6.8451, 1.2855], [-5.8642, 1.1235, 1.9373], [-9.9815, -3.0954, -3.7638], [-10.3935, -4.3338, -4.0523], [-10.8491, -4.7047, -5.4269], [-11.1984, -5.8486, -5.6514], [-10.8587, -3.6613, -6.4519], [-10.4499, -2.4224, -6.1622], [-9.9690, -2.0592, -4.7950], [-9.5880, -0.9228, -4.5785], [-10.4524, -1.4446, -7.0894], [-10.4161, -5.3044, -3.1187], [-9.6472, -2.8149, -2.7741], [-11.2069, -3.9374, -7.4377], [-10.1129, -0.6506, -6.6328], [-10.7498, -6.0999, -3.5771]], "forces_ev_per_a": [[0.0, 1.0, 0.5], [0.1, 0.1, -0.4], [-1.4, -1.7, 2.3], [-0.7, 1.0, 0.1], [-1.2, 0.1, 1.2], [0.8, -2.7, 0.2], [0.8, 0.5, -0.7], [1.7, -0.5, 0.8], [-1.4, -1.3, -1.1], [-1.0, -0.2, 1.5], [1.7, -1.1, -0.8], [-1.5, -1.0, 0.4], [3.7, 1.2, -1.0], [-1.4, -0.3, 0.8], [0.3, -2.5, 0.7], [-1.3, 1.0, -1.3], [0.2, 1.7, -0.5], [-0.2, -0.6, -0.4], [-1.6, -0.9, -1.1], [-2.3, 0.8, 0.0], [-0.7, 1.8, 1.2], [2.9, 0.8, 1.7], [1.5, -1.4, -1.0], [-0.5, -1.3, -1.1], [-1.4, 2.6, 0.3], [3.0, 0.1, -2.7], [-0.5, 0.0, 0.4], [-0.3, 1.9, -0.7], [-0.1, 0.0, 1.2], [-0.1, 0.9, -0.7], [-1.0, -0.8, -0.1], [-0.9, -0.5, 1.0], [1.0, -0.2, 0.4], [-0.4, 0.0, -0.5], [0.0, 0.6, 0.3], [0.0, -0.7, -1.0], [-0.2, 1.0, -0.8], [-0.7, 0.7, 0.5], [0.4, 0.7, 0.8], [1.4, 0.5, 0.9], [1.1, -0.3, 0.0], [0.3, -1.0, -0.9], [0.0, -0.1, 0.4], [0.8, -0.3, -0.4], [-0.6, 0.2, 0.3], [0.4, -0.2, -0.1], [0.0, 0.0, -0.2], [-0.7, 0.3, 0.2], [0.5, -0.2, -0.2], [-0.4, 0.0, -0.1], [0.8, -0.3, -0.3], [-0.8, 0.3, 0.4], [0.0, 0.0, 0.0], [0.4, -0.2, 0.1], [-0.1, 0.0, 0.0], [0.1, 0.0, 0.0], [-0.3, -0.1, 0.0], [0.3, 0.9, -0.3], [-0.3, -0.6, 0.3], [-0.4, 0.7, -0.2], [0.4, 0.1, -0.1], [-0.2, -0.9, 0.3], [0.1, 0.7, -0.2], [0.0, -0.4, 0.2], [0.3, 0.9, -0.2], [-0.2, -0.9, 0.3], [0.0, 0.0, 0.0], [0.0, 0.0, 0.0], [0.0, -0.1, -0.1], [0.0, 0.1, -0.1], [-0.1, 0.3, 0.0], [-0.1, -0.6, 0.8], [0.0, 0.5, -0.6], [-0.1, -0.3, 0.3], [0.2, -0.3, 0.0], [0.0, 0.6, -0.8], [-0.1, -0.4, 0.6], [0.1, 0.2, -0.3], [0.0, -0.6, 0.8], [0.1, 0.6, -0.7], [0.0, 0.0, 0.0], [0.0, 0.0, 0.0], [0.0, 0.0, -0.1], [0.0, 0.0, 0.1], [0.0, 0.3, -0.1], [0.2, -0.2, 0.9], [-0.2, 0.1, -0.7], [0.1, 0.0, 0.4], [0.0, -0.3, 0.1], [-0.2, 0.2, -0.9], [0.2, -0.1, 0.7], [-0.1, 0.1, -0.4], [0.2, -0.2, 0.9], [-0.2, 0.2, -0.9], [0.0, 0.0, 0.0], [0.0, 0.0, 0.0], [0.0, 0.0, -0.1], [0.0, 0.0, 0.1]], "relative_energy_kj_mol": 408.7, "total_energy_ev": -114330.88248, "smiles": "Cc1nc2cc(C(F)(F)F)c(PP(=O)(O)O)c(Cc3ccccc3)c2nc1F.O=C1C=C(O)C(=O)C=C1O.O=C1C=C(O)C(=O)C=C1O.O=C1C=C(O)C(=O)C=C1O.O=C1C=C(O)C(=O)C=C1O"}

---

# 2
{"formula": "C41H30F5N3P2ReS", "method": "wB97M-V/def2-TZVPD", "elements": ["Re", "F", "C", "C", "F", "C", "F", "C", "S", "C", "F", "C", "F", "N", "P", "C", "C", "C", "C", "C", "C", "C", "C", "C", "C", "C", "C", "C", "C", "C", "C", "C", "N", "H", "H", "H", "H", "H", "H", "H", "H", "H", "H", "H", "H", "H", "H", "H", "N", "P", "C", "C", "C", "C", "C", "C", "C", "C", "C", "C", "C", "C", "C", "C", "C", "C", "C", "C", "H", "H", "H", "H", "H", "H", "H", "H", "H", "H", "H", "H", "H", "H", "H"], "positions_angstrom": [[0.3655, 0.4262, -1.4102], [-1.8886, 6.1925, 1.7258], [-1.3497, 5.3735, 0.8381], [-1.9329, 4.1404, 0.5896], [-3.0362, 3.7810, 1.2365], [-1.3570, 3.2857, -0.3294], [-1.9833, 2.1200, -0.5659], [-0.1845, 3.6105, -0.9998], [0.6503, 2.5698, -2.1746], [0.3757, 4.8575, -0.7391], [1.5029, 5.2164, -1.3462], [-0.1961, 5.7392, 0.1638], [0.3637, 6.9147, 0.3972], [-0.7603, -1.1835, -3.8377], [-1.2187, -1.1558, -2.2002], [-1.0172, -2.8316, -1.5973], [0.2699, -3.2785, -1.2858], [0.4778, -4.6031, -0.9461], [-0.5986, -5.4824, -0.9094], [-1.8806, -5.0409, -1.2039], [-2.0965, -3.7144, -1.5503], [-2.9494, -0.7374, -2.1419], [-3.6859, -0.4119, -3.2769], [-5.0264, -0.0760, -3.1474], [-5.6212, -0.0556, -1.8954], [-4.8828, -0.3691, -0.7595], [-3.5476, -0.7071, -0.8797], [0.4725, -0.7160, -4.2398], [0.9209, -0.9059, -5.5483], [2.1660, -0.4515, -5.9002], [2.9590, 0.2083, -4.9552], [2.4439, 0.4064, -3.7083], [1.2150, -0.0475, -3.3295], [-1.2541, -1.7682, -4.4991], [1.1092, -2.5899, -1.3023], [1.4736, -4.9531, -0.7109], [-0.4348, -6.5197, -0.6487], [-2.7130, -5.7301, -1.1712], [-3.0968, -3.3710, -1.7793], [-3.2301, -0.4059, -4.2578], [-5.6025, 0.1771, -4.0263], [-6.6641, 0.2135, -1.8008], [-5.3487, -0.3456, 0.2155], [-2.9713, -0.9464, 0.0078], [0.2807, -1.4026, -6.2638], [2.5273, -0.5998, -6.9089], [3.9437, 0.5759, -5.1991], [2.9856, 0.9521, -2.9474], [0.3832, 0.1754, 0.3266], [1.0516, 0.1175, 1.8513], [2.8302, 0.1994, 1.7355], [3.5514, 0.7002, 2.8217], [4.9353, 0.7424, 2.7666], [5.6009, 0.2855, 1.6381], [4.8858, -0.2219, 0.5607], [3.5029, -0.2637, 0.6061], [0.5390, -1.3923, 2.6437], [1.1317, -1.7563, 3.8553], [0.7276, -2.9163, 4.4905], [-0.2586, -3.7142, 3.9210], [-0.8452, -3.3554, 2.7172], [-0.4494, -2.1910, 2.0760], [0.4492, 1.5249, 2.7570], [-0.6473, 1.3831, 3.6080], [-1.1185, 2.4826, 4.3078], [-0.4938, 3.7135, 4.1658], [0.5886, 3.8616, 3.3057], [1.0610, 2.7721, 2.5950], [3.0415, 1.0631, 3.7048], [5.4922, 1.1409, 3.6033], [6.6808, 0.3253, 1.5977], [5.4095, -0.5902, -0.3110], [2.9506, -0.6701, -0.2375], [1.9098, -1.1467, 4.2969], [1.1812, -3.2018, 5.4291], [-0.5703, -4.6200, 4.4228], [-1.6087, -3.9810, 2.2753], [-0.9109, -1.9041, 1.1423], [-1.1266, 0.4193, 3.7283], [-1.9684, 2.3783, 4.9675], [-0.8487, 4.5639, 4.7318], [1.0682, 4.8249, 3.1984], [1.8999, 2.8905, 1.9202]], "forces_ev_per_a": [[-0.8, 0.5, 0.4], [0.0, 0.0, 0.0], [0.0, 0.0, 0.0], [0.0, 0.0, 0.0], [0.0, 0.0, 0.0], [-0.1, -0.1, -0.1], [0.2, 0.1, 0.0], [0.1, -0.1, 0.0], [-0.2, -0.2, 0.0], [0.0, 0.0, 0.1], [0.0, 0.0, 0.0], [0.0, -0.1, -0.1], [0.0, 0.0, 0.0], [-0.1, 0.1, 0.0], [0.3, -0.1, -0.4], [-0.1, -0.1, 0.1], [0.0, 0.0, 0.0], [0.0, 0.0, 0.0], [0.0, 0.0, 0.0], [0.0, 0.0, 0.0], [0.0, 0.0, 0.1], [-0.1, 0.0, 0.0], [0.0, 0.0, 0.0], [0.0, 0.0, 0.0], [0.0, 0.0, 0.0], [0.0, 0.0, 0.0], [0.0, 0.0, 0.0], [0.0, 0.1, 0.0], [-0.1, 0.0, 0.1], [0.1, 0.0, 0.0], [0.0, 0.0, -0.1], [-0.1, 0.0, 0.1], [0.2, -0.1, -0.2], [0.0, 0.0, 0.0], [0.0, 0.0, 0.0], [0.0, 0.0, 0.0], [0.0, 0.0, 0.0], [0.0, 0.0, 0.0], [0.0, 0.0, 0.0], [0.0, 0.0, 0.0], [0.0, 0.0, 0.0], [0.0, 0.0, 0.0], [0.0, 0.0, 0.0], [0.0, 0.0, 0.0], [0.0, 0.0, 0.0], [0.0, 0.0, 0.0], [0.0, 0.0, 0.0], [0.0, 0.0, 0.0], [0.8, -0.3, 0.0], [-0.2, 0.1, -0.1], [0.1, 0.1, 0.0], [0.0, 0.0, 0.0], [0.0, 0.0, 0.0], [0.0, 0.0, 0.0], [0.0, 0.0, 0.0], [-0.1, -0.1, -0.1], [-0.1, -0.1, -0.1], [0.0, 0.0, -0.1], [0.0, 0.0, 0.0], [0.0, 0.0, 0.0], [0.0, 0.0, 0.0], [0.0, 0.0, 0.0], [0.0, 0.1, 0.1], [0.0, 0.0, 0.0], [0.0, 0.0, 0.0], [0.0, 0.0, 0.0], [0.0, 0.0, 0.0], [-0.1, 0.0, -0.1], [0.0, 0.0, 0.0], [0.0, 0.0, 0.0], [0.0, 0.0, 0.0], [0.0, 0.0, 0.0], [0.0, 0.0, 0.1], [0.0, 0.0, 0.0], [0.0, 0.0, 0.0], [0.0, 0.0, 0.0], [0.0, 0.0, 0.0], [0.0, 0.0, -0.1], [0.0, 0.0, 0.0], [0.0, 0.0, 0.0], [0.0, 0.0, 0.0], [0.0, 0.0, 0.0], [0.1, 0.0, 0.0]], "relative_energy_kj_mol": 84.2, "charge": 2, "total_energy_ev": -92592.20179, "spin_multiplicity": 2}

---

| no. | largest force on an atom (eV/Å) |
| --- | --- |
| 1 | 4.06 |
| 2 | 1.06 |